(1)
DFT (ωB97M-V/def2-TZVPD) results for a molecular structure, C7H18N2 at a distorted geometry.

Properties
HOMO (spin up / spin down) = -6.725 / -6.726 eV
gap between HOMO and LUMO (spin up / spin down) = 7.174 / 7.176 eV

Each line ends with the Mulliken charge.
CARTESIAN COORDINATES (ANGSTROEM)
1 C 1.41033 -0.37736 0.47921  1.058
2 C 0.99876 0.95018 1.01489  -1.104
3 C 0.65234 -1.51294 0.79965  -1.074
4 C 2.77629 -0.46591 -0.12307  -1.470
5 C 0.36480 -0.27082 -2.10458  -0.935
6 H 0.32574 0.84608 1.86670  0.323
7 H 0.42182 1.49976 0.26485  0.163
8 H 1.86016 1.55673 1.30019  0.426
9 H 1.02256 -2.46193 0.42631  0.336
10 H 0.31529 -1.57108 1.83137  0.401
11 H -0.63795 -1.28977 0.25472  0.260
12 H 3.01336 0.41587 -0.71774  0.360
13 H 3.50532 -0.50963 0.69294  0.392
14 H 2.90001 -1.35971 -0.73169  0.401
15 H 0.98845 -1.15480 -2.17461  0.242
16 H 0.96864 0.62643 -2.03118  0.256
17 H -0.24069 -0.22405 -3.01183  0.407
18 N -1.79046 -0.84625 -0.27691  -0.797
19 N -1.89224 1.99170 -0.05304  -0.440
20 C -2.51201 -0.19190 0.71968  -0.292
21 C -2.40658 1.13542 0.91184  -0.345
22 H -0.55007 -0.36686 -1.37893  0.116
23 H -2.21237 -1.73937 -0.50296  0.216
24 H -1.66976 1.53410 -0.92614  0.218
25 H -1.77252 2.96018 0.19744  0.203
26 H -3.00962 -0.78143 1.48615  0.335
27 H -2.82957 1.60735 1.78672  0.345

---

(2)
DFT (ωB97M-V/def2-TZVPD) results for a molecular structure, C5H9BaLiO4 at a distorted geometry.

Properties
HOMO = -5.171 eV
gap between HOMO and LUMO = 4.377 eV

Each line ends with the Mulliken charge.
CARTESIAN COORDINATES (ANGSTROEM)
1 O 1.51889 2.30273 0.85845  -0.894
2 C 0.30500 1.88464 0.67342  0.024
3 C -0.07077 0.69243 0.08861  -0.556
4 O 1.05209 0.03741 -0.50060  -0.436
5 C 1.35595 -1.27676 -0.10309  -0.466
6 C 2.72179 -1.60935 -0.65854  -0.466
7 O 3.62426 -0.61759 -0.19362  -0.317
8 C 4.96726 -0.84655 -0.56778  -0.762
9 Li 2.64757 1.11709 -0.04491  0.892
10 H -0.51633 2.58728 0.92500  0.154
11 H 0.62562 -2.00382 -0.49830  0.264
12 H 1.38999 -1.34590 0.99841  0.284
13 H 2.70680 -1.61064 -1.76166  0.338
14 H 3.03519 -2.60739 -0.31156  0.372
15 H 5.57722 -0.05811 -0.11212  0.246
16 H 5.30376 -1.82887 -0.20126  0.283
17 H 5.07669 -0.80682 -1.66347  0.317
18 Ba -2.85459 -0.01476 0.88859  1.420
19 O -3.04778 0.32381 -1.38895  -0.971
20 H -2.16477 0.59847 -1.91246  0.275

---

(3)
DFT (ωB97M-V/def2-TZVPD) results for C8H8O4 in the gas phase at a distorted geometry.

Properties
structure (SMILES) = COC(=O)c1cccc(O)c1O
HOMO = -8.305 eV
gap between HOMO and LUMO = 8.880 eV

Each line ends with the Mulliken charge.
CARTESIAN COORDINATES (ANGSTROEM)
1 C 0.63947 3.52288 0.17434  -0.588
2 O 0.44774 2.15418 -0.44637  -0.320
3 C 0.01176 1.23791 0.51342  1.057
4 O -0.31363 1.48981 1.62540  -0.692
5 C 0.10694 -0.07825 -0.05108  -0.201
6 C 0.44095 -0.26604 -1.38777  -0.393
7 C 0.23375 -1.51105 -1.97308  -0.851
8 C -0.29908 -2.43025 -1.15060  -0.239
9 C -0.54369 -2.29820 0.22616  0.186
10 O -1.00882 -3.30362 0.82468  -0.580
11 C -0.23011 -1.09401 0.79668  0.617
12 O -0.32839 -1.07003 2.17261  -0.628
13 H 1.61031 3.62559 0.85177  0.240
14 H 0.52613 4.05432 -0.82296  0.248
15 H -0.27979 3.65242 0.89844  0.259
16 H 0.84089 0.61217 -1.86453  0.521
17 H 0.28657 -1.65928 -3.04093  0.373
18 H -0.31135 -3.48266 -1.54798  0.288
19 H -1.42898 -2.95406 1.71912  0.374
20 H -0.40067 -0.20182 2.48269  0.328

---

(4)
DFT (ωB97M-V/def2-TZVPD) results for a molecular structure, C23H47BN4O5S3SbSeTi.

Properties
HOMO (spin up / spin down) = -3.462 / -4.766 eV
⟨S²⟩ = 2.00
2S+1 = 3
gap between HOMO and LUMO (spin up / spin down) = 5.740 / 7.040 eV
charge = -1

Each line ends with the Mulliken charge.
CARTESIAN COORDINATES (ANGSTROEM)
1 Ti 1.07850 0.66759 -0.40489  0.769
2 C 0.03908 -1.41533 2.52847  -0.327
3 N 1.38293 -1.88266 2.24469  0.361
4 C 2.37639 -2.11232 3.17189  -0.512
5 C 3.46562 -2.50017 2.47436  -0.628
6 N 3.14475 -2.52196 1.13689  0.362
7 B 4.20980 -2.88220 0.04544  0.703
8 N 4.00489 -2.00621 -1.22863  0.084
9 C 3.92648 -2.53293 -2.49586  -0.537
10 C 3.65613 -1.53183 -3.36033  -0.503
11 N 3.56511 -0.37960 -2.60989  0.283
12 C 3.20444 0.93332 -3.11756  -0.831
13 C 3.77459 -0.68597 -1.30480  -0.492
14 S 3.68537 0.45981 -0.02458  -0.477
15 C 1.86818 -2.13063 1.00105  -0.382
16 S 0.93544 -1.90518 -0.42934  -0.420
17 H -0.03142 -1.19986 3.59298  0.114
18 H -0.69393 -2.17664 2.26235  0.276
19 H -0.18405 -0.51723 1.95272  -0.220
20 H 2.21523 -1.97712 4.22636  0.459
21 H 4.45484 -2.75318 2.80957  0.472
22 H 4.08689 -4.03565 -0.30414  -0.234
23 H 5.29512 -2.67574 0.54146  -0.227
24 H 4.04630 -3.58737 -2.66417  0.478
25 H 3.50055 -1.53066 -4.42398  0.419
26 H 3.37623 0.93960 -4.19227  0.395
27 H 3.81930 1.68980 -2.63597  0.284
28 H 2.15276 1.15705 -2.92343  0.286
29 O -0.22810 1.09037 -2.09934  -0.635
30 Se -1.40151 1.77625 -1.13494  1.012
31 O -2.90699 1.33041 -1.49715  -0.517
32 O -0.84646 1.11209 0.32366  -0.476
33 O -1.21553 3.39057 -1.03458  -0.691
34 C 1.18310 6.81532 -2.03206  -1.498
35 C 1.33594 5.39716 -1.49550  0.138
36 C 0.86882 5.31404 -0.05118  -1.276
37 S 0.99241 3.62534 0.61202  0.588
38 O 1.55315 2.78921 -0.52272  -0.310
39 C 2.44723 3.80365 1.68107  -0.862
40 C 3.73122 4.17186 0.95415  0.194
41 C 4.96387 3.87891 1.80237  -1.437
42 H 1.50149 6.87347 -3.07382  0.382
43 H 1.78328 7.52725 -1.45887  0.333
44 H 0.14169 7.14009 -1.98441  0.355
45 H 2.37348 5.06793 -1.57329  0.213
46 H 0.74047 4.69478 -2.07912  0.211
47 H -0.19353 5.55154 0.01358  0.575
48 H 1.42689 5.98658 0.60435  0.604
49 H 2.53996 2.81413 2.13914  0.368
50 H 2.17864 4.50809 2.47437  0.555
51 H 3.77691 3.58733 0.03303  0.003
52 H 3.71082 5.22898 0.67404  0.317
53 H 4.94234 4.43230 2.74474  0.382
54 H 5.87797 4.15069 1.27274  0.370
55 H 5.02000 2.81354 2.03326  0.291
56 C -6.01758 -2.46025 -0.17005  -1.224
57 C -4.89519 -2.24139 -1.17976  0.260
58 C -5.26517 -1.13325 -2.16462  -1.554
59 Sb -2.85907 -1.85582 -0.44544  0.371
60 C -2.44725 -3.94116 0.15401  0.845
61 C -1.76938 -4.61291 -1.03955  -1.519
62 C -3.61051 -4.80032 0.63618  -1.598
63 C -3.23100 -0.97478 1.53043  1.529
64 C -3.62207 -1.92293 2.65575  -1.500
65 C -4.18184 0.21766 1.45206  -1.395
66 H -6.93963 -2.76482 -0.68222  0.434
67 H -6.24530 -1.53985 0.36778  0.216
68 H -5.78032 -3.22553 0.56747  0.154
69 H -4.75205 -3.17221 -1.74337  0.314
70 H -5.33915 -0.16675 -1.66101  0.304
71 H -6.23053 -1.34157 -2.64316  0.423
72 H -4.51112 -1.01551 -2.94408  0.356
73 H -1.70532 -3.85623 0.95650  0.016
74 H -2.46024 -4.68846 -1.88660  0.337
75 H -1.45326 -5.63293 -0.78925  0.416
76 H -0.89095 -4.05828 -1.36989  0.257
77 H -4.35659 -4.92223 -0.15377  0.296
78 H -4.11505 -4.38388 1.50638  0.258
79 H -3.26169 -5.80686 0.90189  0.454
80 H -2.23984 -0.56612 1.73994  -0.551
81 H -4.61547 -2.34838 2.49533  0.255
82 H -3.65263 -1.38386 3.61148  0.427
83 H -2.91964 -2.75216 2.76619  0.349
84 H -5.21401 -0.10208 1.29822  0.282
85 H -3.91359 0.89624 0.64438  0.221
86 H -4.15764 0.77798 2.39488  0.424

---

(5)
DFT (ωB97M-V/def2-TZVPD) results for a molecular structure, C27H40BF4MgN4O2S2Si.

Properties
HOMO = -10.970 eV
gap between HOMO and LUMO = 8.488 eV
charge = +1

Each line ends with the Mulliken charge.
CARTESIAN COORDINATES (ANGSTROEM)
1 Mg -0.35416 -0.31329 -1.53847  2.199
2 N 4.80536 -0.01476 -1.21282  -0.086
3 C 4.08809 1.27281 -1.52662  -0.873
4 C 2.73881 0.94882 -2.14898  -0.772
5 N 1.94196 0.06948 -1.30621  0.580
6 C 2.65160 -1.17170 -0.99642  -0.534
7 C 3.98100 -0.90707 -0.31555  -0.180
8 H 5.70569 0.18411 -0.77781  0.364
9 H 4.99353 -0.51188 -2.08651  0.394
10 H 4.72431 1.85389 -2.19225  0.471
11 H 3.97519 1.79178 -0.57454  0.258
12 H 2.86673 0.46984 -3.12300  0.468
13 H 2.19187 1.87812 -2.31075  0.383
14 H 1.71682 0.52615 -0.42304  -0.639
15 H 2.79430 -1.73017 -1.92567  0.491
16 H 2.03299 -1.77403 -0.33474  -0.311
17 H 4.55013 -1.81941 -0.14403  0.393
18 H 3.85351 -0.37288 0.62817  -0.093
19 C -2.16697 2.65667 -5.01863  -1.135
20 N -1.72097 2.20561 -3.70490  0.300
21 C -1.55318 2.91424 -2.59593  0.696
22 S -0.62659 2.29950 -1.27954  -0.661
23 N -2.09097 4.13038 -2.44097  -0.202
24 C -3.19624 4.73875 -3.17210  -0.973
25 H -1.79006 1.94131 -5.74501  0.366
26 H -1.75067 3.63276 -5.25905  0.382
27 H -3.25135 2.68838 -5.10461  0.315
28 H -1.29052 1.29168 -3.68462  -0.061
29 H -1.83591 4.55888 -1.56685  0.274
30 H -2.87479 5.22968 -4.08836  0.307
31 H -3.64208 5.48874 -2.52416  0.346
32 H -3.96171 4.00012 -3.40129  0.293
33 F -0.27435 -1.79401 -4.89241  -0.332
34 B 0.52440 -1.34271 -3.89879  0.082
35 F 0.20950 -1.97584 -2.63755  -0.382
36 F 1.87672 -1.43026 -4.13701  -0.373
37 F 0.19695 0.06446 -3.59748  -0.400
38 O -0.13160 -0.74670 0.28330  0.527
39 Si 0.02811 -0.93085 1.85679  -0.357
40 C -1.43133 -0.29508 2.85453  0.501
41 C -1.64792 1.07624 3.02392  -0.357
42 C -2.77573 1.55485 3.67415  -0.786
43 C -3.71562 0.66412 4.17748  -0.544
44 C -3.51790 -0.70076 4.03022  -0.767
45 C -2.38668 -1.17156 3.37490  -0.128
46 C 1.58371 0.06374 2.32344  1.079
47 C 2.64144 -0.43911 3.08518  -0.570
48 C 3.79959 0.30033 3.30261  -0.909
49 C 3.92889 1.57212 2.75945  -0.626
50 C 2.89047 2.09969 1.99919  -1.131
51 C 1.73978 1.35002 1.78730  -0.164
52 C 0.33338 -2.72495 2.30546  0.475
53 C 0.48221 -3.68637 1.30445  -0.181
54 C 0.74820 -5.01409 1.61493  -0.740
55 C 0.86855 -5.40367 2.94074  -0.531
56 C 0.71274 -4.46636 3.95393  -0.865
57 C 0.44546 -3.14300 3.63554  -0.084
58 H -0.92174 1.78936 2.64756  0.279
59 H -2.91952 2.62077 3.79867  0.439
60 H -4.59236 1.03380 4.69362  0.406
61 H -4.24124 -1.39935 4.43149  0.425
62 H -2.24493 -2.24148 3.26896  0.410
63 H 2.56723 -1.43348 3.50927  0.361
64 H 4.59792 -0.11324 3.90623  0.439
65 H 4.82213 2.15583 2.94510  0.418
66 H 2.96757 3.10247 1.59466  0.558
67 H 0.93610 1.78363 1.19535  0.338
68 H 0.36656 -3.39193 0.26596  0.144
69 H 0.85314 -5.74634 0.82432  0.443
70 H 1.07284 -6.43781 3.18627  0.393
71 H 0.79250 -4.77035 4.98983  0.419
72 H 0.30880 -2.42525 4.43887  0.530
73 C -4.68079 -1.40615 -1.69003  -1.124
74 S -3.58707 0.00245 -1.62571  0.465
75 C -3.47298 0.17560 0.14525  -0.640
76 O -2.25701 -0.56329 -2.08002  -0.831
77 H -4.24222 -2.21627 -1.10970  0.290
78 H -4.77480 -1.69608 -2.73407  0.426
79 H -5.65264 -1.11568 -1.29329  0.431
80 H -4.45784 0.43362 0.53497  0.678
81 H -2.76522 0.97716 0.34980  0.049
82 H -3.10918 -0.75475 0.57760  0.054

---

no.,calculated total energy (eV)
1,-10527.3254
2,-14417.1947
3,-16614.2239
4,-168996.0795
5,-85251.0420